[1]
{
  "formula": "C29H36AgBN11Sb",
  "method": "ωB97M-V/def2-TZVPD",
  "elements": ["Ag", "C", "C", "N", "N", "C", "B", "N", "C", "C", "C", "N", "N", "C", "C", "C", "N", "N", "C", "C", "C", "N", "H", "H", "H", "H", "H", "H", "H", "H", "H", "H", "H", "H", "C", "C", "N", "C", "C", "C", "C", "C", "C", "C", "C", "N", "C", "N", "H", "H", "H", "H", "H", "H", "H", "H", "H", "C", "C", "Sb", "C", "C", "C", "C", "H", "H", "H", "H", "H", "H", "H", "H", "H", "H", "H", "H", "H", "H", "H"],
  "xyz": [[-1.166302, -0.001538, 0.880262], [-3.626216, -1.818223, -2.160413], [-3.274206, -1.751139, -0.816700], [-2.794010, -0.543620, -0.510373], [-2.814167, 0.179501, -1.658329], [-3.319991, -0.563560, -2.653662], [-2.476410, 1.710054, -1.588429], [-2.997195, 2.242569, -0.211787], [-4.106335, 2.980844, 0.025208], [-4.231162, 3.162561, 1.383209], [-3.142210, 2.471077, 1.923243], [-2.415679, 1.916737, 0.964534], [-0.933484, 1.862495, -1.730720], [-0.222601, 2.703007, -2.512731], [1.106607, 2.587322, -2.177499], [1.122104, 1.626368, -1.159552], [-0.102817, 1.181755, -0.907701], [-3.156336, 2.511227, -2.684871], [-3.136439, 3.867500, -2.790048], [-3.883537, 4.213074, -3.881692], [-4.332930, 2.976418, -4.395101], [-3.896818, 1.954672, -3.680790], [-4.082586, -2.636212, -2.693196], [-3.396800, -2.486577, -0.040313], [-3.483251, -0.128304, -3.627405], [-4.727185, 3.329942, -0.782028], [-4.995613, 3.713164, 1.904108], [-2.861188, 2.340734, 2.957654], [-0.700281, 3.310412, -3.262131], [1.941205, 3.111519, -2.612417], [1.973474, 1.252562, -0.611937], [-2.611559, 4.480905, -2.072977], [-4.080896, 5.204149, -4.254835], [-4.952816, 2.792108, -5.260173], [2.170510, 0.774458, 3.800207], [0.917633, 0.645704, 3.230917], [0.749145, 0.113903, 2.019246], [1.822547, -0.294553, 1.331463], [3.113389, -0.181169, 1.812499], [3.277332, 0.359389, 3.082835], [4.268238, -0.647538, 0.996197], [5.113353, 0.104817, 0.302085], [5.073053, 1.575466, 0.119796], [6.133163, 2.229122, -0.486283], [6.027573, 3.600124, -0.642213], [4.958793, 4.285232, -0.238916], [3.996529, 3.560151, 0.328117], [3.993261, 2.245180, 0.530862], [2.268659, 1.211682, 4.784163], [0.026467, 0.981542, 3.745132], [1.642010, -0.684253, 0.334624], [4.273167, 0.468164, 3.494613], [4.440251, -1.721445, 0.995416], [5.930779, -0.398192, -0.204020], [7.008141, 1.690206, -0.825059], [6.822896, 4.170668, -1.108818], [3.115862, 4.100344, 0.658038], [1.242100, -3.869707, -1.067372], [-0.050506, -3.064227, -0.939027], [-0.683781, -2.781626, 1.078403], [0.980385, -3.445531, 2.233797], [0.773470, -3.210099, 3.732058], [-1.994771, -4.425033, 1.449345], [-1.500010, -5.680277, 0.731819], [1.487818, -4.023226, -2.119599], [1.166795, -4.854113, -0.603603], [2.088073, -3.354058, -0.607733], [-0.889555, -3.541582, -1.446425], [0.041551, -2.064942, -1.367872], [1.868227, -2.933255, 1.868636], [1.087392, -4.504939, 1.993346], [0.643620, -2.150363, 3.957837], [1.635005, -3.564033, 4.301364], [-0.102252, -3.739380, 4.112428], [-3.002167, -4.148336, 1.146092], [-2.010095, -4.546522, 2.533280], [-1.470204, -5.547991, -0.350474], [-2.172647, -6.513828, 0.941676], [-0.503532, -5.979476, 1.060753]],
  "atomic_forces_ev_per_a": [[-0.086, -0.555, 0.031], [-0.008, -0.044, 0.126], [-0.111, 0.017, 0.005], [0.140, -0.189, -0.219], [-0.222, 0.278, 0.185], [0.045, -0.122, -0.185], [0.062, -0.159, -0.127], [0.017, -0.007, -0.072], [0.126, -0.068, -0.065], [0.012, -0.019, 0.041], [-0.088, -0.023, 0.090], [0.251, 0.090, -0.008], [-0.106, 0.024, 0.164], [-0.066, -0.040, 0.042], [0.040, -0.047, 0.036], [0.071, -0.041, -0.147], [0.036, 0.182, -0.038], [0.023, -0.139, 0.147], [-0.063, -0.160, 0.004], [-0.123, -0.068, -0.177], [-0.030, 0.052, -0.136], [0.092, 0.742, 0.102], [0.044, 0.050, 0.046], [-0.002, -0.032, -0.015], [0.074, -0.111, 0.199], [0.028, -0.004, -0.009], [0.034, -0.023, -0.024], [-0.020, 0.026, -0.041], [-0.013, -0.004, 0.034], [-0.036, -0.027, 0.020], [-0.048, 0.081, -0.049], [-0.013, -0.061, -0.032], [-0.005, -0.060, 0.005], [0.026, 0.032, 0.046], [0.032, 0.050, 0.033], [-0.082, 0.009, -0.087], [-0.029, 0.049, -0.081], [-0.114, 0.074, 0.102], [0.174, 0.018, -0.090], [0.089, -0.011, 0.062], [-0.213, -0.134, 0.206], [0.137, 0.269, -0.167], [-0.066, -0.304, 0.103], [0.145, -0.010, -0.067], [-0.048, 0.123, 0.003], [-0.024, -0.261, 0.049], [0.032, -0.006, -0.006], [-0.005, 0.223, -0.024], [0.017, -0.014, -0.016], [-0.005, -0.032, -0.007], [-0.038, -0.066, 0.062], [-0.022, -0.006, -0.002], [-0.013, 0.043, 0.023], [-0.022, 0.035, -0.001], [-0.022, 0.022, 0.004], [-0.015, 0.000, 0.010], [-0.005, -0.008, -0.008], [-0.032, 0.049, -0.092], [0.094, -0.126, -0.006], [-0.033, 0.605, -0.046], [-0.027, 0.052, 0.165], [0.061, -0.055, -0.071], [0.014, -0.015, -0.016], [-0.132, -0.039, 0.067], [0.006, 0.014, 0.019], [-0.036, 0.011, -0.007], [-0.025, 0.003, -0.007], [0.036, -0.023, -0.044], [0.029, -0.003, -0.015], [0.036, -0.008, 0.002], [0.050, 0.000, 0.072], [0.008, -0.006, -0.029], [-0.023, -0.001, -0.033], [0.003, 0.004, -0.032], [-0.008, -0.073, -0.013], [0.008, -0.056, -0.013], [-0.024, 0.006, 0.023], [0.027, -0.003, -0.020], [-0.018, 0.028, 0.021]],
  "mulliken_spin": [0.27, 0.00, 0.02, 0.12, -0.02, 0.01, 0.00, -0.01, 0.00, 0.00, 0.00, 0.04, 0.00, 0.00, 0.00, 0.00, 0.01, 0.00, 0.00, 0.00, 0.00, 0.00, 0.00, 0.00, 0.00, 0.00, 0.00, 0.00, 0.00, 0.00, 0.00, 0.00, 0.00, 0.00, 0.01, -0.01, 0.13, -0.02, 0.01, -0.01, 0.00, 0.00, 0.00, 0.00, 0.00, 0.00, 0.00, 0.00, 0.00, 0.00, 0.00, 0.00, 0.00, 0.00, 0.00, 0.00, 0.00, 0.01, 0.02, 0.29, 0.05, 0.02, 0.06, 0.01, 0.00, 0.00, 0.00, 0.00, 0.00, -0.01, 0.00, 0.00, 0.00, 0.00, 0.00, 0.00, 0.00, 0.01, 0.00],
  "relative_energy_kcal_mol": 0.0,
  "multiplicity": 2,
  "charge": 1,
  "orbital_gap_ev": [8.588, 6.184]
}

=====

[2]
{
  "formula": "C29H36As2CoN4O10",
  "method": "ωB97M-V/def2-TZVPD",
  "elements": ["Co", "C", "O", "C", "O", "C", "C", "As", "C", "C", "C", "As", "C", "C", "O", "O", "C", "C", "O", "O", "C", "C", "O", "O", "C", "H", "H", "H", "H", "H", "H", "H", "H", "H", "H", "H", "H", "H", "H", "H", "H", "H", "H", "N", "C", "C", "C", "C", "C", "C", "H", "H", "H", "H", "H", "N", "C", "O", "C", "C", "C", "C", "N", "C", "H", "H", "H", "H", "H", "H", "C", "N", "C", "C", "O", "H", "H", "H", "H", "H", "H", "H"],
  "xyz": [[-0.845670, 0.688105, -0.314665], [-0.015803, -2.849673, 3.979581], [0.505715, -2.903067, 2.644689], [0.503411, -1.810600, 1.892411], [-0.230432, -0.857984, 2.435885], [1.181566, -1.836372, 0.666646], [1.839720, -3.002560, 0.219961], [3.124476, -3.100011, -1.262078], [2.534445, -4.796615, -2.063714], [2.104773, -2.014441, -2.542497], [1.512260, -0.888491, -2.165574], [1.378173, -0.152437, -0.336535], [3.258932, 0.215413, 0.101745], [0.562024, -0.149034, -3.046097], [-0.533125, 0.197977, -2.657766], [1.038514, 0.111711, -4.260956], [0.132787, 0.727171, -5.195959], [1.885038, -2.555507, -3.931405], [0.817216, -2.954688, -4.300454], [2.941255, -2.632984, -4.762545], [4.202439, -2.058886, -4.391614], [1.687742, -4.350181, 0.809351], [0.674892, -4.945239, 1.065252], [2.920846, -4.901359, 1.040923], [2.935946, -6.266039, 1.471978], [0.250194, -3.803253, 4.424436], [-1.097826, -2.736919, 3.969609], [0.427987, -2.035346, 4.544602], [2.895812, -5.626216, -1.463432], [2.957991, -4.882636, -3.064146], [1.448956, -4.831396, -2.130241], [3.845774, -0.697265, 0.121626], [3.266532, 0.673893, 1.088866], [3.672730, 0.911703, -0.625390], [0.513661, 0.485746, -6.183529], [0.132303, 1.805118, -5.044001], [-0.874145, 0.342680, -5.068111], [4.738273, -1.885902, -5.319646], [4.773671, -2.745427, -3.771244], [4.077352, -1.114521, -3.866760], [3.876230, -6.691010, 1.129984], [2.094862, -6.815499, 1.060339], [2.891540, -6.309075, 2.558363], [-0.128408, 0.417174, 1.768317], [0.104501, 1.370967, 2.725675], [-0.107002, 1.205948, 4.111746], [0.114457, 2.257027, 4.992137], [0.555928, 3.498253, 4.548073], [0.793558, 3.664678, 3.186192], [0.582015, 2.630530, 2.289729], [-0.463425, 0.254567, 4.482813], [-0.066947, 2.104824, 6.050353], [0.727242, 4.308516, 5.244647], [1.186103, 4.609337, 2.821133], [0.812897, 2.745483, 1.238032], [-5.844371, 3.043035, 0.222447], [-6.211764, 1.782561, -0.147119], [-7.350425, 1.497254, -0.459256], [-5.116632, 0.757153, -0.141272], [-5.441956, -0.565809, 0.113472], [-4.429415, -1.505001, 0.122090], [-3.130599, -1.091143, -0.120461], [-2.804125, 0.181141, -0.383016], [-3.793473, 1.078836, -0.404499], [-6.563540, 3.741182, 0.282922], [-4.953652, 3.226820, 0.643691], [-6.475655, -0.835527, 0.293271], [-4.634743, -2.549686, 0.314734], [-2.310396, -1.801413, -0.111655], [-3.502306, 2.084865, -0.682198], [0.034051, 5.213774, -1.245000], [-0.707975, 4.946541, -0.019603], [-0.859009, 5.993135, 0.984752], [-1.210887, 3.728737, 0.189309], [-1.106838, 2.792305, -0.599628], [-0.007485, 6.279052, -1.461329], [-0.406747, 4.656790, -2.067827], [1.078046, 4.907256, -1.145787], [0.017276, 6.637476, 0.965187], [-0.925011, 5.548030, 1.977125], [-1.743863, 6.605996, 0.805240], [-1.718460, 3.620427, 1.157654]],
  "atomic_forces_ev_per_a": [[0.264, -0.118, 0.137], [-0.014, -0.027, -0.243], [0.161, -0.107, 0.404], [-0.170, -0.145, -0.204], [-0.132, 0.133, -0.087], [-0.004, 0.062, 0.070], [0.056, -0.242, -0.134], [-0.075, 0.055, 0.065], [-0.018, -0.059, 0.051], [0.027, 0.024, -0.260], [-0.060, 0.179, 0.208], [0.203, -0.180, -0.092], [-0.126, -0.012, -0.081], [0.074, -0.124, 0.136], [-0.092, 0.156, -0.298], [-0.018, -0.062, -0.185], [0.076, -0.006, 0.091], [0.141, 0.005, 0.111], [-0.128, -0.043, 0.005], [0.168, 0.072, 0.029], [-0.130, 0.009, -0.027], [0.176, 0.262, 0.454], [-0.224, -0.184, -0.324], [0.019, -0.042, -0.260], [0.018, 0.133, -0.018], [0.013, -0.032, -0.033], [-0.040, 0.031, -0.036], [0.082, 0.098, 0.025], [0.040, -0.020, 0.029], [0.027, 0.021, -0.008], [-0.013, -0.011, 0.000], [0.085, -0.056, 0.016], [-0.018, 0.018, 0.040], [-0.009, 0.027, -0.020], [0.030, -0.006, 0.025], [-0.016, 0.014, 0.025], [-0.017, -0.064, 0.032], [-0.017, -0.017, -0.046], [0.020, -0.092, 0.069], [-0.069, 0.054, 0.019], [0.032, 0.030, -0.006], [-0.063, -0.012, -0.050], [-0.044, 0.002, 0.058], [0.135, 0.482, 0.227], [-0.126, -0.080, 0.038], [0.064, 0.092, 0.040], [0.001, -0.034, -0.126], [-0.030, -0.018, -0.007], [0.047, -0.103, -0.054], [-0.021, -0.076, 0.126], [0.017, 0.063, 0.008], [-0.005, -0.025, -0.023], [0.007, -0.019, -0.010], [-0.006, -0.040, 0.003], [0.058, 0.016, 0.004], [0.029, -0.132, -0.123], [-0.053, 0.058, 0.005], [0.082, 0.015, 0.058], [0.026, 0.141, -0.065], [-0.100, -0.083, 0.011], [0.014, -0.090, -0.026], [0.080, -0.010, -0.062], [-0.406, -0.136, 0.308], [-0.010, 0.004, -0.059], [-0.060, 0.023, 0.001], [0.022, -0.007, 0.048], [0.047, 0.033, -0.011], [0.034, 0.039, 0.000], [-0.011, 0.028, 0.031], [0.044, 0.002, 0.084], [-0.041, 0.003, 0.090], [-0.046, 0.141, -0.071], [0.020, -0.109, -0.065], [-0.020, -0.154, 0.208], [0.046, 0.255, -0.196], [-0.011, 0.005, -0.006], [-0.018, -0.014, 0.006], [-0.008, 0.023, 0.023], [0.047, -0.010, 0.019], [-0.036, -0.019, -0.043], [-0.001, 0.030, -0.065], [-0.024, -0.014, -0.016]],
  "mulliken_spin": [1.95, -0.01, 0.04, 0.15, 0.08, 0.15, 0.43, 0.02, 0.03, 0.00, -0.01, 0.04, 0.01, 0.01, 0.02, 0.00, 0.00, 0.00, 0.00, 0.00, 0.00, 0.04, 0.05, 0.00, 0.00, 0.00, 0.00, 0.00, 0.00, 0.00, 0.00, -0.01, 0.00, 0.00, 0.00, 0.00, 0.00, 0.00, 0.00, 0.00, 0.00, 0.00, 0.00, -0.03, 0.00, 0.00, 0.00, 0.00, 0.00, 0.01, 0.00, 0.00, 0.00, 0.00, 0.00, 0.00, 0.00, 0.00, 0.00, -0.01, 0.02, 0.01, -0.01, -0.01, 0.00, 0.00, 0.00, 0.00, -0.02, 0.00, 0.00, 0.00, 0.00, 0.00, 0.01, 0.00, 0.00, 0.00, 0.00, 0.00, 0.00, 0.00],
  "relative_energy_kcal_mol": 26.7,
  "multiplicity": 4,
  "orbital_gap_ev": [6.354, 6.264]
}

=====

Which of these has the highest multiplicity?
C29H36As2CoN4O10